{
  "formula": "C46H52MnN5O2P2",
  "method": "wB97M-V/def2-TZVPD",
  "orbital_gap_ev": [6.759, 6.536],
  "total_charge": 1,
  "multiplicity": 6,
  "e_lumo_ev": [-2.9, -3.4],
  "homo_energy_ev": [-9.70, -9.92],
  "elements": ["Mn", "C", "N", "P", "C", "C", "C", "C", "C", "C", "C", "C", "C", "C", "C", "C", "P", "C", "C", "C", "C", "C", "C", "C", "C", "C", "C", "C", "C", "H", "H", "H", "H", "H", "H", "H", "H", "H", "H", "H", "H", "H", "H", "H", "H", "H", "H", "H", "H", "H", "H", "H", "C", "C", "C", "C", "C", "C", "C", "C", "C", "C", "N", "C", "C", "C", "C", "C", "N", "H", "H", "H", "H", "H", "H", "H", "H", "H", "H", "H", "H", "H", "H", "H", "H", "H", "O", "C", "C", "N", "C", "C", "O", "N", "C", "C", "H", "H", "H", "H", "H", "H", "H", "H", "H", "H", "H", "H"],
  "coordinates": [[0.24269, 0.61930, -0.15469], [1.14726, -3.76164, -0.76878], [-0.05660, -3.03222, -0.30607], [-0.98357, -2.53390, -1.72915], [-1.64212, -4.15221, -2.26475], [-2.12491, -4.20824, -3.57109], [-2.69277, -5.37425, -4.06266], [-2.76269, -6.50365, -3.25912], [-2.26351, -6.46311, -1.96419], [-1.70806, -5.29235, -1.46860], [-2.51678, -1.80678, -1.04331], [-3.45951, -2.53456, -0.35819], [-4.67681, -1.97349, 0.04312], [-5.02826, -0.68730, -0.39517], [-4.13924, 0.06533, -1.10514], [-2.76135, -0.37189, -1.27187], [0.14394, -1.82526, 0.88903], [-1.12408, -2.18621, 2.13853], [-1.41134, -1.21719, 3.09449], [-2.29916, -1.49373, 4.12343], [-2.90045, -2.74129, 4.20481], [-2.60731, -3.71685, 3.26029], [-1.71971, -3.44131, 2.23218], [1.63529, -2.26824, 1.83310], [1.75724, -3.52979, 2.42441], [2.84484, -3.82434, 3.22499], [3.81276, -2.85356, 3.46804], [3.68503, -1.59386, 2.91081], [2.59883, -1.29972, 2.09267], [0.85284, -4.44807, -1.56091], [1.57177, -4.35440, 0.03558], [1.91977, -3.10128, -1.16606], [-2.05771, -3.33386, -4.21044], [-3.07087, -5.40360, -5.07628], [-3.19551, -7.41751, -3.64462], [-2.30549, -7.34586, -1.33886], [-1.30865, -5.26724, -0.46072], [-3.28220, -3.58434, -0.16052], [-5.37829, -2.56844, 0.61232], [-6.02457, -0.30985, -0.20298], [-4.40923, 1.05184, -1.46122], [-2.26199, 0.01515, -2.15859], [-0.95190, -0.23730, 3.03431], [-2.52420, -0.73158, 4.85821], [-3.59548, -2.95519, 5.00658], [-3.07023, -4.69322, 3.32648], [-1.48924, -4.19629, 1.49070], [0.98788, -4.27701, 2.27248], [2.93507, -4.80423, 3.67521], [4.65846, -3.08223, 4.10338], [4.42699, -0.83119, 3.11059], [2.51234, -0.30932, 1.66303], [2.09654, 2.71855, 3.13972], [0.71752, 2.21315, 2.71528], [-0.26139, 3.30354, 2.33989], [-0.70427, 4.12658, 3.36922], [-1.66784, 5.09463, 3.15387], [-2.23621, 5.21025, 1.89907], [-1.82563, 4.41316, 0.83538], [-2.61298, 4.53498, -0.45460], [-2.38444, 5.84590, -1.20706], [-0.78169, 3.49373, 1.04894], [-0.29701, 2.69011, -0.02257], [-0.07118, 3.24743, -1.17093], [0.25270, 2.46964, -2.31148], [0.58046, 2.85753, -3.61384], [0.77350, 1.67661, -4.33049], [0.55964, 0.62848, -3.43000], [0.24690, 1.09136, -2.20763], [2.65098, 1.93586, 3.66078], [2.01317, 3.57390, 3.81017], [2.67897, 3.02529, 2.27171], [0.27394, 1.63822, 3.53246], [0.86083, 1.50193, 1.90189], [-0.29396, 3.98548, 4.36321], [-2.00230, 5.72521, 3.96711], [-3.04274, 5.91669, 1.73705], [-3.67099, 4.47797, -0.18596], [-2.42943, 3.68368, -1.11122], [-2.66216, 6.69952, -0.58774], [-2.98617, 5.88215, -2.11601], [-1.33920, 5.98730, -1.48959], [-0.12810, 4.32945, -1.27634], [0.63726, 3.87018, -3.98588], [1.01031, 1.58038, -5.37918], [0.58115, -0.43380, -3.62454], [-2.30606, 0.65668, 1.03776], [-1.89682, 0.37791, -0.01712], [5.17645, 2.79275, -1.33135], [3.78941, 2.61357, -0.92804], [3.21769, 3.74788, -0.22365], [3.16266, 1.41922, -0.93101], [2.26909, 1.17352, -0.07009], [3.53563, 0.51480, -1.86536], [3.97874, 0.89659, -3.20144], [3.19072, -0.88228, -1.68975], [5.73657, 3.19476, -0.48502], [5.26361, 3.49212, -2.16520], [5.62213, 1.84464, -1.61308], [3.16878, 4.60877, -0.89278], [3.84575, 4.01075, 0.63259], [2.22222, 3.50460, 0.12962], [3.76625, 1.94647, -3.38118], [3.40762, 0.31636, -3.92511], [5.04196, 0.70225, -3.35709], [2.95654, -1.07334, -0.64893], [4.04502, -1.50374, -1.96599], [2.34066, -1.16197, -2.31332]],
  "atomic_forces_ev_per_a": [[0.4, -0.2, -0.4], [-0.1, 0.0, 0.1], [0.1, -0.1, -0.1], [0.1, 0.0, -0.1], [0.0, 0.0, -0.1], [0.0, 0.0, 0.0], [0.0, 0.0, 0.0], [0.0, 0.0, 0.0], [0.0, 0.0, 0.0], [0.0, 0.0, 0.1], [0.0, 0.2, 0.2], [0.0, 0.0, 0.1], [0.0, 0.1, -0.1], [-0.1, -0.1, 0.1], [0.3, 0.1, -0.1], [-0.9, -0.9, -1.0], [0.0, 0.2, 0.0], [0.0, -0.1, 0.0], [0.0, 0.0, 0.0], [0.0, 0.0, 0.0], [0.0, 0.0, 0.0], [0.0, 0.0, 0.0], [0.0, 0.0, 0.0], [0.0, 0.0, 0.0], [0.0, 0.0, 0.0], [0.0, 0.0, 0.0], [0.0, 0.0, 0.0], [0.0, 0.0, 0.0], [0.0, 0.0, 0.0], [0.0, 0.0, 0.0], [0.0, 0.0, 0.0], [0.0, 0.0, 0.0], [0.0, 0.0, 0.0], [0.0, 0.0, 0.0], [0.0, 0.0, 0.0], [0.0, 0.0, 0.0], [0.0, 0.0, 0.0], [0.0, 0.0, 0.0], [0.0, 0.0, 0.0], [0.0, 0.0, 0.0], [0.0, 0.0, 0.0], [0.2, 0.2, 0.2], [0.0, 0.0, 0.0], [0.0, 0.0, 0.0], [0.0, 0.0, 0.0], [0.0, 0.0, 0.0], [0.0, 0.0, 0.0], [0.0, 0.0, 0.0], [0.0, 0.0, 0.0], [0.0, 0.0, 0.0], [0.0, 0.0, 0.0], [0.0, 0.0, 0.0], [0.0, 0.0, 0.0], [0.0, 0.0, 0.0], [-0.1, 0.0, 0.0], [0.0, 0.0, 0.0], [0.0, 0.0, 0.0], [0.0, 0.0, 0.0], [0.0, 0.0, 0.0], [0.0, 0.0, 0.0], [0.0, 0.1, 0.0], [0.0, -0.1, 0.0], [0.0, 0.2, 0.3], [0.0, 0.0, -0.1], [0.1, 0.0, 0.1], [0.0, 0.0, 0.0], [0.0, 0.0, -0.1], [-0.1, 0.0, 0.1], [0.0, 0.0, -0.2], [0.0, 0.0, 0.0], [0.0, 0.0, 0.0], [0.0, 0.0, 0.1], [0.0, 0.1, 0.1], [0.0, 0.0, 0.0], [0.0, 0.0, 0.0], [0.0, 0.0, 0.0], [0.0, 0.0, 0.0], [0.0, 0.0, 0.0], [0.0, 0.0, 0.0], [0.0, 0.0, 0.0], [0.0, 0.0, 0.0], [0.0, 0.0, 0.0], [0.0, 0.0, 0.0], [0.0, 0.0, 0.0], [0.0, 0.0, 0.0], [0.0, 0.0, 0.0], [-0.5, -0.1, -0.1], [0.4, 0.5, 1.0], [0.0, 0.0, 0.0], [0.1, 0.1, 0.0], [0.1, 0.0, 0.1], [-0.2, 0.1, 0.0], [0.3, -0.2, -0.1], [-0.1, 0.0, 0.1], [0.0, -0.1, 0.0], [0.1, 0.0, 0.0], [0.0, 0.0, 0.0], [0.0, 0.0, 0.0], [0.0, 0.0, 0.0], [0.0, 0.0, 0.0], [0.0, 0.0, 0.0], [0.0, 0.0, 0.0], [0.0, 0.0, 0.0], [0.0, 0.0, 0.0], [0.0, 0.0, 0.0], [0.0, 0.0, 0.1], [0.0, 0.0, 0.0], [-0.1, 0.0, 0.0]],
  "lowdin_spin": [4.46, 0.00, 0.01, 0.02, 0.00, 0.00, 0.00, 0.00, 0.00, 0.00, 0.15, 0.00, 0.19, -0.01, 0.15, -0.03, 0.01, 0.00, 0.00, 0.00, 0.00, 0.00, 0.00, 0.00, 0.00, 0.00, 0.00, 0.00, 0.00, 0.00, 0.00, 0.00, 0.00, 0.00, 0.00, 0.00, 0.00, 0.00, 0.01, 0.00, 0.01, 0.01, 0.00, 0.00, 0.00, 0.00, 0.00, 0.00, 0.00, 0.00, 0.00, 0.00, 0.00, 0.02, 0.00, 0.00, 0.00, 0.00, 0.00, 0.00, 0.00, 0.00, 0.02, 0.01, 0.01, 0.01, 0.01, 0.01, 0.03, 0.00, 0.00, 0.00, 0.00, 0.01, 0.00, 0.00, 0.00, 0.00, 0.00, 0.00, 0.00, 0.00, 0.00, 0.00, 0.00, 0.00, -0.10, -0.11, 0.00, 0.00, 0.00, 0.01, 0.05, 0.00, 0.00, 0.00, 0.00, 0.00, 0.00, 0.00, 0.00, 0.00, 0.00, 0.00, 0.00, 0.00, 0.00, 0.00]
}



{
  "formula": "C46H52OsP3Si",
  "method": "wB97M-V/def2-TZVPD",
  "orbital_gap_ev": [6.047, 5.945],
  "total_charge": 3,
  "e_lumo_ev": [-10.5, -10.7],
  "homo_energy_ev": [-16.50, -16.60],
  "elements": ["Os", "C", "Si", "C", "C", "C", "C", "C", "C", "P", "C", "C", "C", "C", "C", "C", "C", "C", "C", "C", "C", "C", "C", "C", "C", "C", "C", "C", "P", "C", "C", "C", "C", "C", "C", "C", "C", "C", "C", "C", "C", "H", "H", "H", "H", "H", "H", "H", "H", "H", "H", "H", "H", "H", "H", "H", "H", "H", "H", "H", "H", "H", "H", "H", "H", "H", "H", "H", "H", "H", "H", "H", "C", "C", "C", "P", "C", "C", "C", "C", "C", "C", "H", "H", "H", "H", "H", "H", "H", "H", "H", "H", "H", "H", "H", "H", "H", "H", "H", "H", "H", "H", "H"],
  "coordinates": [[-0.68601, 0.25734, 0.04408], [2.85250, -0.68854, -1.02625], [1.31657, 0.26935, -1.32038], [0.63436, -0.36372, -2.92149], [1.28135, -0.16325, -4.14420], [0.82167, -0.78616, -5.29615], [-0.27730, -1.64011, -5.24582], [-0.91233, -1.88347, -4.03903], [-0.46314, -1.21848, -2.89167], [-1.23210, -1.53528, -1.31291], [-2.86683, -0.80092, -1.21303], [-3.39774, -0.51240, 0.06133], [-4.68921, -0.01884, 0.19304], [-5.46937, 0.15284, -0.94058], [-4.96080, -0.15461, -2.20398], [-3.66136, -0.59604, -2.35153], [-1.30335, -3.27711, -1.02596], [-0.15639, -4.03666, -1.30222], [-0.21619, -5.41255, -1.19070], [-1.40564, -6.02437, -0.80027], [-2.53617, -5.26917, -0.51073], [-2.49063, -3.88690, -0.60837], [1.67959, 2.06907, -1.14209], [2.99648, 2.54609, -1.09821], [3.25565, 3.90233, -0.93430], [2.20478, 4.80230, -0.79170], [0.89185, 4.35219, -0.81538], [0.63825, 2.99649, -0.99721], [-1.03602, 2.35886, -1.10465], [-1.51361, 2.50830, -2.82486], [-0.55248, 2.66783, -3.82170], [-0.95603, 2.86993, -5.13408], [-2.30709, 2.90672, -5.45063], [-3.26827, 2.76810, -4.45256], [-2.87304, 2.56963, -3.14220], [-2.16118, 3.36552, -0.15158], [-2.62641, 4.58634, -0.64550], [-3.44902, 5.37347, 0.14798], [-3.81768, 4.94475, 1.41878], [-3.36691, 3.72557, 1.90942], [-2.54211, 2.94066, 1.12059], [3.53358, -0.46762, -1.85812], [3.36928, -0.43435, -0.09792], [2.66516, -1.76187, -1.04616], [2.16246, 0.46988, -4.20334], [1.33455, -0.62710, -6.23698], [-0.62241, -2.13563, -6.14502], [-1.73491, -2.58918, -3.99340], [-2.84444, -0.78612, 0.95155], [-5.09793, 0.18648, 1.17398], [-6.48809, 0.50928, -0.84549], [-5.58835, -0.03655, -3.07989], [-3.27520, -0.82438, -3.33721], [0.76351, -3.55896, -1.62251], [0.65692, -6.01250, -1.41384], [-1.45040, -7.10385, -0.72204], [-3.45488, -5.75784, -0.21196], [-3.37314, -3.30190, -0.37965], [3.83174, 1.85926, -1.19202], [4.27856, 4.25908, -0.91402], [2.40924, 5.85748, -0.65628], [0.07995, 5.05774, -0.68766], [0.50406, 2.66625, -3.58196], [-0.21176, 3.01710, -5.90676], [-2.61577, 3.06702, -6.47631], [-4.32101, 2.84462, -4.69666], [-3.61533, 2.52300, -2.35837], [-2.35290, 4.92297, -1.63867], [-3.80574, 6.32413, -0.22746], [-4.46604, 5.56302, 2.02746], [-3.66319, 3.39353, 2.89724], [-2.20261, 1.97944, 1.49374], [-0.19549, 0.69917, 4.83180], [-0.84704, 0.33314, 3.48547], [-1.93606, -0.73007, 3.68835], [0.35433, -0.18099, 2.19827], [0.67640, -1.97303, 2.41747], [1.19981, -2.34025, 3.81379], [1.57114, -2.54363, 1.32144], [1.83381, 0.88875, 2.23578], [2.89306, 0.62581, 3.31114], [1.33157, 2.34048, 2.25789], [-1.00066, 0.86908, 5.54861], [0.39506, 1.60931, 4.78613], [0.42828, -0.09776, 5.22806], [-1.30984, 1.23899, 3.08813], [-1.55182, -1.58886, 4.23964], [-2.37144, -1.10268, 2.76202], [-2.74388, -0.30078, 4.28153], [-0.31912, -2.41562, 2.30770], [2.16335, -1.88562, 4.03322], [1.33406, -3.42265, 3.83592], [0.50511, -2.08852, 4.61175], [2.59084, -2.15835, 1.39245], [1.18893, -2.32962, 0.32671], [1.62261, -3.62826, 1.43633], [2.29217, 0.69807, 1.26587], [2.48711, 0.60414, 4.31929], [3.61974, 1.43961, 3.26929], [3.43767, -0.30016, 3.13407], [0.97282, 2.62793, 3.24563], [0.52140, 2.52862, 1.55000], [2.14642, 3.01453, 1.98937]],
  "atomic_forces_ev_per_a": [[-1.4, -0.6, 0.0], [0.5, -0.2, 0.1], [-0.7, -0.1, 0.6], [0.2, 0.1, -0.5], [-0.1, -0.1, -0.1], [0.0, 0.0, 0.0], [-0.1, -0.1, 0.0], [0.1, 0.1, 0.0], [-0.2, -0.5, -0.3], [0.3, 0.7, -0.1], [-0.1, 0.2, 0.1], [-0.2, -0.1, -0.2], [0.0, 0.0, 0.0], [0.0, 0.0, 0.0], [0.0, 0.1, -0.1], [0.0, 0.1, -0.1], [0.1, -0.1, 0.4], [-0.1, 0.0, -0.1], [0.0, 0.0, 0.0], [0.0, 0.0, 0.0], [0.0, 0.0, 0.0], [0.1, -0.1, 0.0], [0.5, 0.5, -0.2], [-0.1, 0.1, 0.0], [0.0, -0.1, 0.0], [0.0, 0.0, 0.0], [0.0, 0.0, 0.0], [0.0, 0.2, 0.1], [0.6, -0.1, 0.0], [-0.1, -0.2, 0.1], [0.1, 0.0, -0.2], [0.1, 0.0, 0.1], [-0.1, 0.0, 0.0], [0.0, 0.0, 0.0], [-0.1, 0.0, -0.1], [-0.1, -0.1, 0.1], [0.0, 0.1, 0.1], [0.0, 0.0, 0.0], [0.0, 0.0, 0.0], [0.0, 0.0, 0.0], [0.0, 0.1, 0.0], [0.0, 0.0, 0.1], [0.0, -0.1, -0.1], [0.1, 0.0, -0.1], [-0.1, 0.0, 0.0], [0.0, 0.0, 0.0], [0.0, 0.0, 0.0], [0.0, 0.0, 0.0], [0.1, 0.1, 0.1], [0.0, 0.0, 0.0], [0.0, 0.0, 0.0], [0.0, 0.0, 0.1], [0.0, 0.1, 0.0], [-0.1, 0.0, -0.1], [0.0, 0.0, 0.0], [0.0, 0.0, 0.0], [0.0, 0.0, 0.0], [0.0, 0.0, -0.1], [-0.1, 0.1, 0.0], [0.0, 0.0, 0.0], [0.0, 0.0, 0.0], [0.0, 0.0, 0.0], [-0.1, 0.0, 0.0], [0.0, 0.0, 0.0], [0.0, 0.0, 0.0], [0.1, 0.0, 0.0], [-0.1, -0.1, 0.1], [0.0, 0.0, 0.0], [0.0, 0.0, 0.0], [0.0, 0.0, 0.0], [0.0, 0.0, 0.0], [0.0, -0.1, 0.0], [-0.1, 0.0, 0.0], [-0.1, 0.0, 0.1], [0.0, 0.1, 0.1], [0.7, 0.0, -0.5], [0.0, -0.1, -0.1], [0.0, -0.1, 0.0], [0.1, 0.0, 0.2], [0.1, 0.1, 0.3], [0.0, 0.1, 0.0], [0.1, 0.1, 0.1], [0.0, 0.0, 0.0], [0.0, 0.0, 0.0], [0.0, 0.0, 0.0], [0.0, 0.1, 0.0], [0.0, 0.0, 0.0], [0.0, 0.0, 0.0], [0.0, 0.0, 0.0], [-0.1, 0.0, 0.0], [0.0, 0.0, 0.0], [0.0, 0.0, 0.0], [0.0, 0.0, 0.0], [-0.1, 0.0, 0.0], [0.0, 0.0, 0.1], [0.0, 0.0, 0.0], [0.0, 0.1, 0.0], [0.0, 0.0, 0.0], [0.0, 0.0, 0.0], [0.0, 0.0, 0.0], [0.1, 0.0, -0.1], [-0.1, 0.0, -0.1], [0.0, 0.0, 0.0]],
  "lowdin_charge": [0.69, -0.17, 0.50, -0.30, -0.06, -0.02, -0.02, -0.06, -0.37, 0.96, -0.38, -0.14, -0.03, 0.00, -0.03, -0.05, -0.34, -0.08, -0.03, -0.01, -0.03, -0.05, -0.31, -0.05, -0.02, -0.02, -0.04, -0.40, 1.02, -0.33, -0.06, -0.03, -0.02, -0.04, -0.10, -0.36, -0.07, -0.02, -0.02, -0.04, -0.11, 0.07, 0.04, 0.04, 0.12, 0.13, 0.13, 0.12, 0.06, 0.13, 0.13, 0.13, 0.11, 0.11, 0.13, 0.13, 0.13, 0.11, 0.11, 0.13, 0.13, 0.11, 0.11, 0.12, 0.13, 0.12, 0.11, 0.12, 0.13, 0.13, 0.12, 0.05, -0.06, -0.50, -0.08, 0.99, -0.50, -0.06, -0.10, -0.51, -0.06, -0.09, 0.10, 0.07, 0.07, 0.08, 0.09, 0.05, 0.10, 0.10, 0.08, 0.10, 0.07, 0.09, 0.01, 0.11, 0.05, 0.08, 0.10, 0.08, 0.08, 0.04, 0.10]
}